1.
Entry from the OMol25 dataset: a cluster of 2 separate species, C4H12 in total (ωB97M-V with the def2-TZVPD basis set).

```
! wB97M-V def2-TZVPD RIJCOSX def2/J DEFGRID3
* xyz 0 1
C 1.3571 -1.6362 -0.6552
C 2.6689 -1.3848 0.0680
H 0.7383 -0.7370 -0.6878
H 1.5122 -1.9599 -1.6881
H 0.7560 -2.4180 -0.2018
H 3.4208 -0.9555 -0.5864
H 2.5668 -0.6942 0.9050
H 3.1270 -2.2877 0.4613
C -2.1374 0.9698 0.8248
C -1.9021 2.0411 -0.2463
H -1.2501 0.3486 0.9358
H -2.3048 1.3955 1.8086
H -2.9962 0.3391 0.5893
H -2.6150 2.8597 -0.1472
H -2.0172 1.6150 -1.2440
H -0.9244 2.5045 -0.1359
*
```

Kohn-Sham gap	12.924	eV
SMILES	CC.CC

Atom charges from the Löwdin analysis, given in e for atoms 1 to 2: number 1, C, carries -0.171; number 2, C, carries -0.174

2.
Entry from the OMol25 dataset: a cluster of 2 separate species, C4H12 in total (ωB97M-V with the def2-TZVPD basis set).

```
! wB97M-V def2-TZVPD RIJCOSX def2/J DEFGRID3
* xyz 0 1
C 1.2188 1.4005 -1.4553
C 1.6060 2.6936 -0.7391
H 0.2466 1.3539 -1.9350
H 1.9821 1.1294 -2.1918
H 1.2891 0.5151 -0.8128
H 0.8361 3.4268 -0.9729
H 2.6267 3.0294 -0.8775
H 1.5806 2.5642 0.3522
C -1.8043 -2.6857 1.2353
C -0.9678 -1.4420 0.9759
H -2.8244 -2.4856 0.8849
H -1.5570 -3.5663 0.6474
H -1.8487 -2.8383 2.3098
H -0.8585 -1.2927 -0.1054
H -1.5086 -0.5133 1.2059
H -0.0167 -1.2891 1.4783
*
```

Kohn-Sham gap	12.536	eV
SMILES	CC.CC

Atom charges from the Löwdin analysis, given in e for atoms 1 to 2: number 1, C, carries -0.176; number 2, C, carries -0.167

How do the records compare in E_LUMO? In the order shown, they have 0.04011 0.04129 Eh.
How do the records compare in strongest force on any atom? In the order shown, they have 0.48 1.85 eV/Å.
How do the records compare in energy relative to the best compared isomer or geometry (same formula, charge and spin)? In the order shown, they have 2.1 11.5 kcal per mole.